17
Properties=species:S:1:pos:R:3 method="wB97M-V/def2-TZVPD" multiplicity=1 e_above_lowest_kj_mol=425.7 total_charge=0 orbital_gap_ev=8.3 e_tot_ev=-24445.959
C 1.987 -1.711 0.462
C -1.513 -0.417 0.659
C -0.057 -0.325 -1.745
C 0.795 1.519 0.589
P 0.159 -0.188 0.090
S -0.077 2.997 0.031
H 1.685 -2.005 1.579
H 1.500 -2.484 -0.148
H -1.268 -0.429 1.791
H -2.331 0.154 0.291
H -1.841 -1.389 0.440
H -0.242 0.616 -2.199
H 0.773 -0.828 -2.170
H -0.979 -0.997 -1.762
H 1.920 1.652 0.261
H 0.870 1.383 1.628
H -1.384 2.452 0.203